13
Properties=species:S:1:pos:R:3:forces:R:3 method="wB97M-V/def2-TZVPD" mol_weight_g_mol=94.12 e_above_lowest_kcal_mol=50.6 homo_ev=-8.47 energy_ha=-303.5554 lumo_energy_ev=0.97 fmax_ev_per_a=0.861 multiplicity=1 smiles=c1cn2c(n1)CC2 homo_lumo_gap_ev=9.43
C -1.0419 0.9135 1.5106 -0.2540 -0.2002 0.0002
C 0.2306 0.3760 1.5386 -0.2247 -0.1892 -0.2963
N 0.6276 0.4083 0.2224 -0.0657 -0.1985 0.0335
C -0.4855 0.7147 -0.5156 -0.1230 -0.5521 0.5323
N -1.5023 1.0918 0.2165 0.0781 -0.1472 0.3151
C -0.2346 -0.4594 -1.4655 -0.0016 0.1244 -0.4126
C 1.1449 -0.5677 -0.7531 0.1651 -0.2022 -0.1725
H -1.7329 1.0553 2.3303 0.2904 0.2056 0.0529
H 0.7385 -0.2667 2.2446 0.1963 0.7779 0.3120
H -0.3055 -0.2513 -2.5266 0.2268 -0.3461 -0.1966
H -0.8586 -1.3265 -1.1711 0.0844 0.6703 -0.2057
H 1.9637 -0.1996 -1.3801 -0.0232 0.1351 0.4495
H 1.4560 -1.4884 -0.2508 -0.3488 -0.0778 -0.4117


23
Properties=species:S:1:pos:R:3:forces:R:3 method="wB97M-V/def2-TZVPD" charge=-1 mol_weight_g_mol=197.15 homo_ev=-5.02 energy_ha=-854.1709 lumo_energy_ev=1.09 fmax_ev_per_a=7.397 multiplicity=1 homo_lumo_gap_ev=6.11
O 2.0725 -2.2157 -1.7532 -1.1938 5.4859 -4.8166
C 1.6743 -1.3900 -2.7240 -0.7313 -4.2855 2.1722
O 2.3070 -0.1207 -3.1151 -0.6766 -1.9893 2.8700
C 0.2795 -1.8204 -3.5366 2.8560 0.4902 -0.7308
Al -1.2367 -0.7700 -2.5492 0.2287 -0.2634 -0.0824
H 2.7191 0.2898 -2.2751 -0.8637 -1.3052 -1.7600
H 0.1020 -2.9891 -3.5108 0.7948 2.4760 0.1556
H 0.3845 -1.4584 -4.6591 -0.2099 -0.6799 2.2321
H -0.6119 0.1567 -1.4024 0.4506 0.2643 -0.2623
H -2.1870 -1.8640 -1.9049 -0.2611 -0.3657 0.1594
H -2.0592 0.1302 -3.5605 -0.1958 0.2930 -0.4837
C -1.5075 1.5248 2.0568 0.0895 0.3329 0.2345
C -0.9507 2.1617 3.0915 -0.2516 -0.0607 -0.2356
C 0.3108 1.6875 3.6941 0.2625 0.1938 0.3616
O 0.8201 2.2687 4.6424 -0.1804 -0.1617 -0.2827
C 0.9335 0.4838 3.1083 -0.0679 -0.1954 -0.2173
C 0.3767 -0.1531 2.0736 0.2832 0.0247 0.2444
C -0.8848 0.3211 1.4710 -0.4840 -0.5675 -0.8570
O -1.3941 -0.2601 0.5227 0.1364 0.3009 1.3863
H -2.4328 1.8589 1.6036 0.0326 -0.0407 -0.0460
H -1.3948 3.0464 3.5320 0.0423 -0.0208 0.0297
H 1.8588 0.1497 3.5616 -0.0179 0.0396 0.0179
H 0.8208 -1.0378 1.6332 -0.0426 0.0343 -0.0895


30
Properties=species:S:1:pos:R:3:forces:R:3 method="wB97M-V/def2-TZVPD" charge=+3 mol_weight_g_mol=365.58 e_above_lowest_kcal_mol=0.0 homo_ev=-21.25 energy_ha=-765.9494 lumo_energy_ev=-16.95 fmax_ev_per_a=2.177 multiplicity=1 homo_lumo_gap_ev=4.29
Tl -0.2166 -1.1157 -1.6954 -0.7823 0.3328 0.7956
C 3.0136 1.7053 1.2989 0.6677 0.6337 -0.2962
C 1.9138 0.6293 1.0069 -0.7310 -1.7234 1.1104
C 0.5617 1.1196 1.6273 -0.4176 0.8252 -0.6363
O -0.4577 0.3605 1.1038 0.0102 -0.0936 0.0454
C -1.6690 0.3451 1.8666 -0.7217 -0.5606 -0.0645
N 1.9305 0.3204 -0.3848 0.3548 1.4362 -0.2051
H 3.3162 1.6094 2.3475 -0.2576 -0.1407 0.0079
H 2.6790 2.7195 1.0780 -0.2615 -0.0905 0.0616
H 3.8997 1.5293 0.6881 0.0177 -0.1419 0.0984
H 2.0890 -0.3082 1.5392 0.5254 0.0067 -0.1632
H 0.4104 2.1592 1.2662 0.1566 -0.0369 0.1466
H 0.5719 1.0746 2.7176 0.2407 0.2379 0.0143
H -1.9933 1.3721 2.0666 0.1584 -0.0546 0.0762
H -1.6178 -0.2258 2.8060 0.4410 0.2593 -0.0271
H -2.3934 -0.1744 1.2440 0.0240 0.1269 -0.0430
H 2.8404 -0.1137 -0.6042 -0.6137 -0.6791 -0.4263
H 1.8342 1.1736 -0.9525 0.0336 -0.1910 -0.0876
O -0.4492 -2.5784 0.6956 -0.0826 -0.1102 -0.4596
H -0.6553 -3.5188 0.5758 0.0362 0.0456 0.0702
H -0.2989 -2.4870 1.6464 0.1338 -0.0022 -0.0579
O -2.8922 -1.8924 -1.2743 0.7410 -0.1693 -0.4926
H -3.0405 -2.7436 -1.7159 -0.1859 0.1038 -0.0148
H -3.5317 -1.8844 -0.5464 0.1596 0.0745 0.0787
O -1.8242 1.1439 -1.2394 0.7814 0.0122 -0.2340
H -2.6627 1.5861 -1.0324 -0.1175 -0.3006 -0.1258
H -1.3089 1.8144 -1.7091 -0.3224 0.1522 -0.0479
O -0.0776 -1.2780 -4.4257 0.2102 0.1806 0.7159
H -0.6443 -1.5308 -5.1730 -0.1685 -0.0586 0.2150
H 0.6730 -0.8110 -4.8212 -0.0301 -0.0745 -0.0543


31
Properties=species:S:1:pos:R:3:forces:R:3 method="wB97M-V/def2-TZVPD" mol_weight_g_mol=297.77 e_above_lowest_kcal_mol=0.0 homo_ev=-7.28 energy_ha=-1637.2349 lumo_energy_ev=-0.53 fmax_ev_per_a=19.455 multiplicity=1 smiles="O=C(CCCOc1ccc(Cl)cc1)Nc1nncs1" homo_lumo_gap_ev=6.75
O 1.5844 -0.3833 3.4298 -2.1148 0.9866 0.1722
C 0.4366 0.0367 3.1153 5.9857 -3.4411 -0.7276
C -0.2142 -0.8092 2.0621 -6.1464 3.2846 -1.1196
C -0.0782 -0.3055 0.5803 -0.1415 3.8356 0.3530
C -1.2469 -0.7913 -0.5065 17.9492 -6.7648 -3.2527
O -0.7259 -0.2313 -1.8272 -8.8495 3.0455 5.8491
C 0.1734 -0.6305 -2.5100 11.9266 -6.3541 -4.4946
C 1.1933 -1.6645 -2.0933 -6.1084 1.4559 4.0222
C 2.2062 -2.1746 -2.6938 1.6282 4.7682 -8.3648
C 2.4878 -1.4673 -4.0946 -2.9284 -2.8193 4.1948
Cl 3.6568 -2.2743 -4.9865 1.0730 -0.0851 -1.2636
C 1.4462 -0.6394 -4.5480 11.3334 -1.8776 -8.3405
C 0.6502 -0.1432 -3.7560 -11.9880 5.0611 8.1570
N 0.0864 1.2220 3.6431 -8.4550 -2.3831 -5.3169
C -1.0966 1.9382 3.2644 -0.9970 -2.0327 -0.4168
N -2.2322 1.5758 2.3825 6.3306 -1.8603 1.9005
N -3.0035 2.5419 2.3380 -2.8920 3.8591 0.1646
C -2.7643 3.6417 3.0411 3.9375 -5.0084 -0.6849
S -1.3582 3.3419 4.0852 -1.0749 1.5690 -0.7682
H -1.4292 -0.4673 2.2589 2.8353 -1.7794 -0.5553
H -0.1066 -1.8591 2.0894 0.5322 -0.9105 0.9278
H -0.2409 0.8517 0.7203 -0.1365 -1.8460 -0.5739
H 0.9947 -0.2272 0.2293 -1.2639 -1.1196 -0.0143
H -2.0066 -0.5206 -0.1559 -11.9702 4.6509 3.7086
H -1.0434 -1.9849 -0.3995 -1.2056 2.7207 -1.1091
H 0.9369 -2.1318 -1.1605 0.0169 -0.2108 0.6966
H 2.8823 -2.8605 -2.4347 2.1685 -2.6671 1.4458
H 1.7781 -0.0046 -5.5250 -1.3418 -1.8394 1.8970
H -0.1463 0.5701 -3.9569 0.5398 0.8351 -1.4549
H 0.7100 1.6647 4.1153 5.0312 3.2857 3.7767
H -3.5301 4.1856 3.2935 -3.6741 3.6416 1.1922